Record 1
DFT (ωB97M-V/def2-TZVPD) results for a structure of composition C4H7N3S in a non-equilibrium geometry.

XYZ file:
```
15
Properties=species:S:1:pos:R:3:forces:R:3
C -0.556905 -1.534594 -1.574761 0.40 0.33 -2.20
C -1.199003 -0.542474 0.398324 -1.64 2.45 2.89
C 0.148993 0.907847 1.146082 1.23 2.30 -1.97
C 0.466722 0.661276 -0.181811 3.00 -1.49 -1.22
H -1.347372 -2.433490 -0.937492 3.26 2.75 -2.42
H -1.214315 -1.106960 -2.582746 2.06 -1.35 2.93
H 0.624574 -1.788761 -1.947271 -3.76 -0.09 0.98
H -2.125906 -1.135134 0.346504 0.83 0.29 0.14
H -0.015822 2.158370 2.775053 2.30 -1.42 -2.48
H 1.139916 2.593077 1.524291 -0.28 -1.08 0.82
H 2.645738 -0.413426 -0.885143 -0.94 1.40 0.38
N -0.349113 -0.394113 -0.595258 -2.47 -1.96 0.38
N -0.971143 0.381192 1.404979 -4.40 -4.72 0.45
N 0.731850 1.770580 2.023627 -0.79 3.31 2.13
S 2.021783 0.876611 -0.914378 1.18 -0.72 -0.83
```
Forces are in eV/Å.

Computed properties:
Molecular weight   129.2 g/mol
Energy above the lowest of the compared OMol25 structures with the same formula, charge and spin   97.3 kcal per mole
Orbital gap   8.4 eV
E_HOMO   -7.9 eV
E_LUMO   0.018 hartree



Record 2
DFT (ωB97M-V/def2-TZVPD) results for the ion C4H7N4 with charge +1 in a non-equilibrium geometry.

XYZ file:
```
15
Properties=species:S:1:pos:R:3:forces:R:3
C -1.020048 1.290786 -0.006836 -1.52 -0.46 0.45
N -0.418254 0.169727 0.061383 2.14 1.84 -0.41
C -1.057051 -1.097784 0.089219 -3.54 -1.98 1.33
N 1.090383 0.146385 0.009632 -3.84 0.55 -0.22
C 1.988300 1.178334 0.081006 -1.48 -1.28 -0.09
N 3.137556 0.639710 0.013554 1.97 0.73 0.58
C 2.927955 -0.695436 -0.031936 -0.85 1.60 -0.62
N 1.677770 -1.018302 -0.111665 -0.59 -1.35 0.45
H -0.540286 2.168439 -0.251341 1.77 1.63 -0.23
H -2.096532 1.531814 0.170395 0.70 -1.46 -0.25
H -1.425533 -1.383666 1.196854 1.48 0.39 -2.49
H -0.385977 -1.765770 -0.426580 0.15 -0.66 0.57
H -2.039424 -1.119534 -0.532596 1.76 0.63 0.98
H 1.633870 2.144205 0.222032 0.11 1.72 0.10
H 3.713268 -1.343205 -0.029609 1.76 -1.89 -0.16
```
Forces are in eV/Å.

Computed properties:
Molecular weight   111.1 g/mol
Energy above the lowest of the compared OMol25 structures with the same formula, charge and spin   90.8 kcal per mole
Total charge   +1
Structure (SMILES)   C=[N+](C)n1cncn1
Orbital gap   9.0 eV
E_HOMO   -14.8 eV
E_LUMO   -0.215 hartree